No. 1
A 5-piece molecular cluster, C36H74BrClF4IN8O5P2 overall in a non-equilibrium geometry. Source: OMol25; level of theory: ωB97M-V/def2-TZVPD.

Each line ends with the Mulliken charge.
CARTESIAN COORDINATES (ANGSTROEM)
C (-1.5283, 1.6129, -2.8319)  -0.9687
C (-1.8677, 2.7720, -1.7578)  -0.2345
C (-0.9363, 2.4954, -0.4967)  0.0893
C (-1.6880, 2.6923, 0.9150)  -0.5666
C (-0.6120, 2.4281, 2.0625)  -0.4501
C (-1.0783, 1.3270, 3.1417)  -0.6263
C (-1.6152, -0.0237, 2.4977)  -1.0089
C (-0.5789, -1.2625, 2.6236)  -0.4921
C (0.4690, -1.1274, 1.4512)  0.7849
N (1.9004, -1.3690, 1.6558)  1.1642
C (2.4576, -2.4653, 0.8471)  -3.5087
N (3.2156, -2.2035, -0.1961)  1.4609
C (3.8533, -3.2917, -1.0180)  -0.5137
C (5.4511, -3.2438, -0.9898)  -0.2576
C (6.0420, -4.3256, -2.0371)  0.0446
C (7.4498, -3.6881, -2.5211)  -1.2059
C (6.4027, -5.7209, -1.3615)  -1.1436
C (3.5330, -0.8180, -0.6436)  -0.7406
C (3.0926, -0.5090, -2.1645)  -0.6210
C (4.2761, -0.7931, -3.2271)  -0.8810
I (1.1867, -1.3700, -2.7338)  0.0601
N (2.1848, -3.8081, 1.3125)  2.0325
C (1.1288, -4.5241, 0.6728)  0.7948
F (0.9383, -3.9257, -0.6087)  -0.1802
F (1.4181, -5.8729, 0.3548)  -0.3590
C (-0.3282, -4.4930, 1.3408)  0.4468
F (-1.2856, -3.8497, 0.5523)  -0.2597
F (-0.7699, -5.8352, 1.4392)  -0.3190
C (2.5872, -4.1234, 2.6864)  0.2099
C (2.1009, -5.4879, 3.3210)  -1.7170
P (4.5111, -4.2892, 2.6652)  0.5595
N (5.0643, -5.1806, 3.8821)  -0.8590
C (2.1103, -2.9539, 3.7141)  -0.3857
Br (2.9530, -3.1305, 5.5115)  0.0618
C (2.4552, -1.5459, 3.0013)  -0.2040
P (2.2725, -0.0387, 4.1818)  0.1753
O (2.2649, 1.2898, 3.1240)  -0.4353
Cl (4.0745, 0.2068, 5.2992)  -0.2642
H (-1.9415, 1.8346, -3.8590)  0.2982
H (-1.8847, 0.6145, -2.4070)  0.2271
H (-0.3952, 1.4933, -2.9402)  0.1713
H (-2.9685, 2.8433, -1.5242)  0.3201
H (-1.4745, 3.7294, -2.2420)  0.0769
H (-0.0680, 3.2426, -0.4936)  0.2343
H (-0.4300, 1.4672, -0.5364)  -0.3052
H (-2.0862, 3.7596, 0.8963)  0.3221
H (-2.5912, 2.0057, 0.9742)  0.3613
H (-0.4916, 3.3951, 2.6591)  0.4065
H (0.3695, 2.1765, 1.5630)  0.1177
H (-0.3075, 1.1751, 3.9661)  0.2237
H (-1.9744, 1.8069, 3.6682)  0.4280
H (-1.8852, 0.0402, 1.4026)  0.4152
H (-2.5738, -0.3074, 3.0492)  0.3879
H (-1.2441, -2.1780, 2.4459)  0.2186
H (-0.1975, -1.3575, 3.6776)  0.2912
H (0.3446, -0.0756, 1.0111)  -1.0602
H (0.1089, -1.8124, 0.6023)  0.3656
H (3.5544, -4.3275, -0.6921)  0.1109
H (3.5471, -3.2165, -2.1153)  0.3880
H (5.7749, -3.6107, 0.0319)  -0.0365
H (5.8965, -2.2561, -1.2954)  0.3524
H (5.4077, -4.4049, -2.9761)  0.3695
H (7.9780, -4.3228, -3.2878)  0.3657
H (7.3027, -2.6186, -2.8997)  0.2829
H (8.0571, -3.5671, -1.5581)  0.3188
H (7.2130, -5.5027, -0.5867)  0.3161
H (6.7586, -6.4245, -2.1704)  0.4000
H (5.4710, -6.0931, -0.8314)  0.2456
H (3.0656, -0.0075, -0.0173)  0.2480
H (4.6576, -0.6192, -0.6164)  0.5503
H (2.9540, 0.6243, -2.1977)  0.6072
H (4.2102, -0.0811, -4.1166)  0.3660
H (4.1626, -1.8344, -3.6862)  0.2657
H (5.2884, -0.7137, -2.7308)  0.2432
H (-0.2722, -4.0952, 2.3927)  0.0565
H (2.3306, -6.3825, 2.6473)  0.4299
H (0.9730, -5.5391, 3.5112)  0.2002
H (2.5789, -5.7340, 4.3192)  0.6491
H (5.1709, -3.0254, 2.7334)  0.0904
H (4.8157, -4.9665, 1.4375)  0.0238
H (5.7233, -4.6031, 4.4163)  0.2435
H (1.0081, -3.1270, 3.8733)  0.0352
H (3.5971, -1.6040, 2.8607)  0.3401
H (2.7418, 2.0507, 3.5212)  0.2883
C (-4.8871, 5.7743, -1.8457)  -1.2215
C (-3.5150, 6.1407, -1.3496)  0.7211
O (-2.9519, 5.5053, -0.4634)  -0.6417
N (-2.8989, 7.2120, -1.9145)  -0.1323
C (-3.3962, 8.0816, -2.9649)  -0.6952
H (-5.2468, 4.9031, -1.3033)  0.2538
H (-5.5809, 6.6001, -1.6740)  0.4631
H (-4.8489, 5.5270, -2.9076)  0.2996
H (-1.9836, 7.3963, -1.5311)  0.2370
H (-2.6975, 8.0374, -3.8050)  0.2514
H (-3.4258, 9.0979, -2.5808)  0.2086
H (-4.3864, 7.7952, -3.3028)  0.2933
C (-7.0313, 1.5991, -4.1759)  -1.4869
C (-5.8501, 2.4149, -3.7227)  0.8816
O (-5.8786, 3.0917, -2.7045)  -0.5752
N (-4.7236, 2.3839, -4.4860)  -0.0959
C (-4.4937, 1.6521, -5.7142)  -0.9508
H (-7.8491, 1.7257, -3.4679)  0.3007
H (-7.3682, 1.9380, -5.1576)  0.3910
H (-6.7659, 0.5406, -4.2121)  0.3803
H (-3.9751, 2.9544, -4.1194)  0.2125
H (-3.6454, 0.9804, -5.5620)  0.2638
H (-4.2433, 2.3676, -6.5006)  0.2963
H (-5.3625, 1.0734, -6.0162)  0.4149
C (-0.0122, -9.5568, 6.0073)  -1.2016
C (1.1528, -8.7444, 6.5070)  0.8200
O (1.0888, -8.0752, 7.5272)  -0.6553
N (2.3062, -8.7703, 5.7821)  -0.1715
C (2.5783, -9.4934, 4.5570)  -0.7538
H (-0.8540, -9.4351, 6.6874)  0.2924
H (-0.3150, -9.2113, 5.0166)  0.3088
H (0.2542, -10.6151, 5.9730)  0.3528
H (3.0418, -8.2028, 6.1781)  0.2215
H (3.4214, -10.1636, 4.7373)  0.3201
H (2.8571, -8.7689, 3.7879)  0.1890
H (1.7226, -10.0712, 4.2175)  0.3138
C (-7.4299, 11.1801, -3.2886)  -1.3308
C (-5.9690, 11.0505, -2.9506)  0.7161
O (-5.3601, 9.9954, -3.0849)  -0.5391
N (-5.3242, 12.1526, -2.4825)  -0.1581
C (-5.8642, 13.4777, -2.2562)  -0.8546
H (-7.8029, 10.2219, -3.6476)  0.2844
H (-7.9981, 11.4614, -2.3998)  0.3664
H (-7.5692, 11.9226, -4.0768)  0.3629
H (-4.3494, 11.9904, -2.2777)  0.2083
H (-5.3026, 14.1880, -2.8667)  0.2867
H (-5.7283, 13.7301, -1.2024)  0.2836
H (-6.9193, 13.5399, -2.5089)  0.3351

The total energy comes out at -6644.0576 a.u. Its net charge is +1. As for the HOMO-LUMO gap: 5.982 eV.

No. 2
A 2-piece molecular cluster, C2H4N2O2 overall in a non-equilibrium geometry. Source: OMol25; level of theory: ωB97M-V/def2-TZVPD.

Each line ends with the Mulliken charge.
CARTESIAN COORDINATES (ANGSTROEM)
C (-1.0199, 1.5746, 0.0471)  -0.4791
C (-1.5956, 1.2929, -0.9268)  -0.2911
N (1.0768, 0.1599, 0.0338)  0.0671
N (0.6837, -0.7542, -0.5999)  -0.0333
O (1.3355, 0.0406, 1.3357)  -0.3315
O (0.4754, -2.0011, 0.0161)  -0.4142
H (-0.4409, 1.8640, 0.8701)  0.4441
H (-1.9176, 1.1737, -1.9260)  0.3523
H (1.4934, -0.8448, 1.6797)  0.3371
H (-0.0908, -2.5056, -0.5301)  0.3484

The total energy comes out at -338.3730 a.u. As for the SMILES: O/N=N\O.C#C. As for the HOMO-LUMO gap: 10.815 eV.

No. 3
C21H19N7O2STi as an isolated structure in a non-equilibrium geometry. Source: OMol25; level of theory: ωB97M-V/def2-TZVPD.

Each line ends with the Mulliken charge.
CARTESIAN COORDINATES (ANGSTROEM)
Ti (-0.6452, 0.1064, -0.7592)  -0.0120
O (1.3755, 2.8048, 3.4457)  -0.6029
C (1.1631, 1.5479, 3.8409)  0.4696
C (1.6912, 1.1793, 5.0810)  -0.7091
C (1.5197, -0.0997, 5.5521)  -0.3101
C (0.8173, -1.0669, 4.8129)  -0.9759
C (0.2953, -0.7220, 3.5978)  -0.5113
C (0.4584, 0.5862, 3.0816)  0.5648
C (-0.0697, 0.8907, 1.7896)  0.9934
O (-0.6884, -0.0847, 1.0871)  -0.6418
N (0.0504, 2.0805, 1.2289)  -0.9834
N (-0.5758, 2.0053, 0.0102)  0.4154
C (-1.1722, 2.9511, -0.6042)  -0.4161
C (-2.1443, 2.4821, -1.6118)  0.7926
C (-2.9185, 3.3327, -2.3573)  -0.8939
C (-3.9482, 2.7948, -3.1360)  -0.2306
C (-4.1622, 1.4345, -3.1208)  -0.9060
C (-3.3210, 0.6273, -2.3597)  -0.0510
N (-2.3332, 1.1300, -1.6241)  0.2715
H (0.9395, 2.9707, 2.5910)  0.5130
H (2.2237, 1.9282, 5.6503)  0.4954
H (1.9306, -0.3623, 6.5183)  0.4246
H (0.6821, -2.0625, 5.2096)  0.4585
H (-0.2630, -1.4422, 3.0157)  0.4871
H (-1.0855, 3.9980, -0.3268)  0.4713
H (-2.7425, 4.3992, -2.3214)  0.4598
H (-4.5784, 3.4461, -3.7265)  0.4753
H (-4.9661, 0.9817, -3.6831)  0.4440
H (-3.4377, -0.4493, -2.3443)  0.5686
C (0.7663, -3.8204, -1.9421)  -1.5572
C (0.5471, -2.5436, -1.2246)  0.3649
N (-0.3810, -1.7017, -1.5166)  0.9803
N (-1.1228, -1.7264, -2.7035)  -1.2144
C (-0.7512, -0.6946, -3.4491)  0.6145
N (-1.2817, -0.5777, -4.6688)  -0.3456
S (0.3514, 0.5771, -2.9008)  -0.2968
C (1.5138, -1.9671, -0.2635)  0.5373
C (2.4919, -2.6997, 0.3700)  -0.8221
C (3.4710, -2.0221, 1.0945)  -0.4960
C (3.4482, -0.6448, 1.1138)  -0.8222
C (2.4161, 0.0265, 0.4617)  -0.1971
N (1.4544, -0.6107, -0.1945)  0.3889
H (0.4439, -3.7200, -2.9773)  0.4010
H (1.8054, -4.1317, -1.8971)  0.4693
H (0.1446, -4.5999, -1.4906)  0.3424
H (-1.7793, -1.3617, -5.0651)  0.2816
H (-0.9601, 0.1471, -5.2883)  0.2399
H (2.5015, -3.7783, 0.2955)  0.5241
H (4.2476, -2.5705, 1.6099)  0.4958
H (4.2112, -0.0754, 1.6254)  0.4801
H (2.3670, 1.1078, 0.4737)  0.5707

The total energy comes out at -2592.6198 a.u. Its net charge is +2. As for the HOMO-LUMO gap: 5.648 eV.

No. 4
A 2-piece molecular cluster, C12H17N overall in a non-equilibrium geometry. Source: OMol25; level of theory: ωB97M-V/def2-TZVPD.

Each line ends with the Mulliken charge.
CARTESIAN COORDINATES (ANGSTROEM)
C (-1.4836, 1.8043, -2.6159)  -1.0475
C (0.0985, 1.8195, -2.4305)  -0.2189
H (-1.9159, 2.7532, -2.3707)  0.3042
H (-1.7366, 1.7497, -3.6730)  0.3409
H (-1.9992, 1.0259, -2.0914)  0.3075
H (0.5668, 2.6385, -3.1989)  0.2953
H (0.3761, 1.7839, -1.3293)  -0.1689
H (0.3983, 0.7938, -2.7115)  0.1957
C (1.9636, 0.6168, 0.3868)  -0.3489
C (2.7883, 0.8280, 1.7207)  -1.1814
C (0.5898, 0.3270, 0.7360)  0.1677
C (-0.3527, 1.1105, 1.3961)  -0.4853
C (-0.0292, -1.0432, 0.7578)  0.9053
C (-1.3308, -0.8691, 1.2946)  -0.1578
C (0.5267, -2.0419, 0.0166)  -0.4683
C (-2.1550, -2.0168, 1.2113)  -1.1640
C (-0.3228, -3.1577, -0.0027)  -0.6376
C (-1.5861, -3.1412, 0.5504)  -0.5993
N (-1.4950, 0.3634, 1.8052)  -0.1470
H (2.2441, 1.4099, -0.4301)  0.2711
H (2.3575, -0.1945, -0.1717)  0.4095
H (2.4560, 0.1439, 2.6175)  0.2769
H (-0.3340, 2.2840, 1.7087)  0.2323
H (-2.3432, 0.8925, 1.7531)  0.2968
H (1.6448, -2.0963, -0.1691)  0.2081
H (-2.9764, -2.1179, 1.6528)  0.7482
H (-0.1542, -4.0488, -0.4889)  0.4453
H (-2.0922, -3.9753, 0.4629)  0.5555
H (2.5107, 1.6738, 2.3537)  0.3231
H (3.7855, 0.6844, 1.2596)  0.3414

The total energy comes out at -522.0754 a.u. As for the SMILES: CCc1c[nH]c2ccccc12.CC. As for the HOMO-LUMO gap: 8.754 eV.

No. 5
An isolated ion of composition C2H7N2 and charge +1 in a non-equilibrium geometry. Source: OMol25; level of theory: ωB97M-V/def2-TZVPD.

Each line ends with the Mulliken charge.
CARTESIAN COORDINATES (ANGSTROEM)
C (0.6765, -0.8335, -0.0653)  -0.5245
C (-0.4439, -0.0687, 0.4966)  0.2719
N (-1.5527, 0.0949, -0.1906)  -0.4204
N (0.9035, 0.6371, -0.0528)  -0.2905
H (1.3824, -1.5807, 0.5688)  0.2778
H (0.5528, -1.3130, -1.0757)  0.3018
H (-0.5645, 0.0582, 1.6947)  0.3270
H (-2.2923, 0.4035, 0.2961)  0.2364
H (-1.6949, -0.6214, -0.9207)  0.2283
H (1.6862, 1.1250, 0.4174)  0.2897
H (0.6947, 1.1724, -0.9035)  0.3027

The total energy comes out at -189.6011 a.u. Its net charge is +1. As for the SMILES: N[C@H]1C[NH2+]1. As for the HOMO-LUMO gap: 12.121 eV.

No. 6
A 2-piece molecular cluster, C3H6F2N2 overall in a non-equilibrium geometry. Source: OMol25; level of theory: ωB97M-V/def2-TZVPD.

Each line ends with the Löwdin spin population.
CARTESIAN COORDINATES (ANGSTROEM)
C (-0.1037, -0.3724, 1.0023)  0.4782
C (-1.3032, -0.7056, 0.2779)  0.1086
C (1.6479, 0.0906, -0.2207)  0.3835
N (-0.0174, -0.4283, 2.2269)  0.6878
N (1.4726, 0.9375, -1.3846)  0.0754
F (2.4549, 0.4192, 0.7886)  0.0804
F (2.0800, -1.1739, -0.6040)  0.0735
H (-1.1357, -1.6628, -0.1332)  0.0279
H (-1.4629, -0.0648, -0.6228)  0.0131
H (-2.1345, -0.7894, 0.9997)  0.0074
H (0.6409, -0.0983, 2.9823)  0.0393
H (1.2584, 1.8454, -1.0946)  0.0039
H (2.3294, 1.0099, -1.9935)  0.0210

The total energy comes out at -426.9136 a.u. As for the HOMO-LUMO gap (alpha / beta): 5.275 / 8.541 eV. Its spin multiplicity is 3.